1 | C5H5N3 | the ωB97M-V functional and the def2-TZVPD basis

Atoms and positions in Å:
C  -0.3702  0.7293  -1.4814
C  -0.2286  1.8798  -0.6114
C  0.3826  -0.7653  1.7298
C  0.4411  -1.9219  0.8923
C  0.2926  -0.3683  -0.4896
H  -1.4920  0.3633  -1.5994
H  0.3003  0.9686  -2.5392
H  -0.8755  2.8914  -0.8330
H  0.2319  -0.9312  2.8672
H  0.1938  -2.9939  1.1936
N  0.2259  1.5645  0.6090
N  0.5221  0.2696  0.6753
N  0.3760  -1.6861  -0.4131

Summary:
**SMILES string**: C1=Nn2ccnc2C1
**Kohn-Sham gap**: 0.3313 Ha

---

2 | C5H5N3 | the ωB97M-V functional and the def2-TZVPD basis

Atoms and positions in Å:
C  1.0028  -0.0913  1.3288
C  0.6854  1.4108  -0.1823
C  -1.0350  0.0461  -1.6200
C  -0.9418  -1.4988  -0.2278
C  -0.0788  -0.4814  0.3576
H  1.7918  -0.8880  1.6209
H  0.4739  0.1944  2.3915
H  0.5569  2.5152  -0.3823
H  -1.4956  0.8816  -2.3663
H  -0.7634  -2.5658  0.0603
N  1.5190  1.2482  0.8359
N  -0.3298  0.4674  -0.3678
N  -1.3855  -1.2382  -1.4484

Summary:
**SMILES string**: C1=NCc2cncn21
**Kohn-Sham gap**: 0.3196 Ha

---

3 | C5H5N3 | the ωB97M-V functional and the def2-TZVPD basis

Atoms and positions in Å:
C  0.1495  -1.0224  1.5014
C  -0.1471  -0.3254  0.3437
C  -1.2881  0.5594  -0.0083
C  0.7776  -0.0571  -0.6379
C  1.9424  -0.8119  -0.7018
H  -0.3649  -1.1585  2.4492
H  1.2224  -1.2897  1.3746
H  -2.2729  0.1776  0.1121
H  -1.4013  1.4235  0.7345
H  -1.1556  2.0008  -1.8962
N  -0.8420  1.1132  -1.3046
N  0.4457  0.7831  -1.5333
N  2.9343  -1.3927  -0.4335

Summary:
**SMILES string**: C=C1CNN=C1C#N
**Kohn-Sham gap**: 0.3010 Ha

---

4 | C5H5N3 | the ωB97M-V functional and the def2-TZVPD basis

Atoms and positions in Å:
C  2.3572  -0.3231  -0.0275
C  0.0905  -0.5314  -0.1670
C  -1.2044  -1.0624  0.1365
C  -2.1416  -0.0790  0.0948
C  -1.3400  1.1140  -0.0870
H  1.6293  1.3987  0.5112
H  3.2367  -0.9359  -0.2303
H  -1.3985  -2.1460  0.2618
H  -3.1603  -0.2218  -0.0732
H  -1.7301  2.1307  -0.1356
N  2.4968  0.9274  0.1628
N  1.2201  -1.1810  -0.1789
N  -0.0557  0.9098  -0.2677

Summary:
**SMILES string**: [H]/N=C\N=C1\C=CC=N1
**Kohn-Sham gap**: 0.2738 Ha

---

Pick 4: it beats the second-best structure by 0.0193 hartree.

---

1 | C5H5N3 | the ωB97M-V functional and the def2-TZVPD basis

Atoms and positions in Å:
C  -0.8775  -1.3409  0.6024
C  1.3195  -1.0202  0.5663
C  0.8920  1.5519  -0.5683
C  -1.1941  1.2225  -0.4403
C  -0.5413  -0.1053  -0.2090
H  -1.5103  -2.0510  0.0098
H  -1.2098  -0.9783  1.5423
H  2.4693  -0.9237  0.3186
H  1.6925  1.9215  -0.8153
H  -2.1379  1.3864  -0.8769
N  0.5519  -1.9458  0.9933
N  0.7914  0.1908  -0.2061
N  -0.2457  2.0919  -0.9168

Summary:
**SMILES string**: C1=NCc2cncn21
**Kohn-Sham gap**: 0.3372 Ha

---

2 | C5H5N3 | the ωB97M-V functional and the def2-TZVPD basis

Atoms and positions in Å:
C  -0.0814  0.3014  -1.3101
C  -0.7021  1.4473  -0.5857
C  -0.7189  1.2254  0.7366
C  0.9633  -1.7340  0.2391
C  0.4135  -0.5829  -0.1607
H  0.7787  0.6256  -1.9399
H  -0.8056  -0.2278  -1.9187
H  -1.0789  2.2892  -1.1250
H  -1.0175  1.8071  1.5937
H  1.4354  -2.5976  -0.1652
N  -0.1255  -0.0228  0.9560
N  0.1399  -0.7509  2.0563
N  0.7992  -1.7801  1.6236

Summary:
**SMILES string**: C1=Cn2nncc2C1
**Kohn-Sham gap**: 0.3684 Ha

---

3 | C5H5N3 | the ωB97M-V functional and the def2-TZVPD basis

Atoms and positions in Å:
C  -0.6904  1.2446  -0.3175
C  0.2525  -1.1629  -0.2464
C  -1.9879  0.9790  -0.0109
C  0.1714  0.1434  -0.4037
C  -1.8160  -1.4054  0.2760
N  -2.2914  -0.3105  0.2185
N  1.4748  -0.3427  -0.7071
N  2.4624  -0.0705  0.2643
H  -0.3250  2.2360  -0.5188
H  0.2250  -2.1940  -0.0218
H  -2.7739  1.7131  0.0593
H  2.1079  -0.0541  1.2255
H  3.1905  -0.7760  0.1827

Summary:
**Kohn-Sham gap**: 0.3108 Ha

---

Pick 2: it beats the second-best structure by 0.0623 hartree.

---

1 | C5H5N3 | the ωB97M-V functional and the def2-TZVPD basis

Atoms and positions in Å:
C  -1.6746  0.7017  0.5570
C  -0.4133  2.4863  -0.1262
C  0.4917  -2.1786  -0.0124
C  0.4622  -1.0591  -0.6454
C  0.9693  0.1603  -0.0347
N  -2.6139  0.4288  1.1917
N  -0.0790  3.5848  -0.1843
N  -0.6334  1.1500  -0.2127
H  0.0117  -3.0793  -0.4729
H  0.7663  -2.2162  1.0600
H  -0.0923  -0.9875  -1.6173
H  1.6485  0.7933  -0.5061
H  1.1567  0.2154  1.0034

Summary:
**Kohn-Sham gap**: 0.3558 Ha

---

2 | C5H5N3 | the ωB97M-V functional and the def2-TZVPD basis

Atoms and positions in Å:
C  -1.4519  1.2596  0.0509
C  -0.6653  0.0879  0.2417
C  -0.5600  -1.1931  0.7717
C  1.4001  -0.7344  -0.3038
C  0.4989  0.3062  -0.4950
H  0.9690  1.8065  -1.6890
H  -2.4406  1.5723  0.5803
H  -1.1921  -1.8351  1.3757
H  0.8306  -2.5943  0.7696
H  2.5519  -0.8246  -0.1356
N  0.3017  1.5862  -0.9737
N  -0.8814  2.1595  -0.7100
N  0.6391  -1.5969  0.5172

Summary:
**SMILES string**: c1n[nH]c2c[nH]cc12
**Kohn-Sham gap**: 0.3085 Ha

---

Pick 2: it beats the second-best structure by 0.0498 hartree.

---

1 | C6H15N3 | the ωB97M-V functional and the def2-TZVPD basis

Atoms and positions in Å:
C  0.7571  1.6794  0.2721
C  -1.6657  1.7122  0.3699
C  -1.9654  -0.9624  -0.5291
C  2.0894  1.0487  -0.0792
N  -0.4714  0.8343  0.4181
C  -0.5813  -0.5004  -0.0717
C  0.3547  -1.4706  -0.0026
N  1.2717  -1.5493  1.0136
N  0.4704  -2.4600  -0.9500
H  1.3941  -2.5252  1.2633
H  1.4636  -2.6502  -1.0639
H  0.9026  -1.0279  1.8109
H  0.1148  -2.1084  -1.8396
H  0.5622  2.4233  -0.5131
H  0.8818  2.2395  1.2073
H  -1.4221  2.7474  0.6374
H  -2.0838  1.7402  -0.6445
H  -2.4301  1.3687  1.0718
H  -2.0182  -2.0451  -0.6962
H  -2.6939  -0.7726  0.2703
H  -2.2906  -0.4589  -1.4402
H  2.4911  0.4566  0.7448
H  2.8306  1.8356  -0.2593
H  2.0384  0.4453  -0.9899

Summary:
**SMILES string**: CCN(C)C(C)=C(N)N
**Kohn-Sham gap**: 0.2496 Ha

---

2 | C6H15N3 | the ωB97M-V functional and the def2-TZVPD basis

Atoms and positions in Å:
C  -0.6574  1.2169  -1.4119
C  1.2569  -1.5401  -0.1412
C  -2.1861  -0.0668  0.9276
C  -0.5094  -1.4469  2.2395
N  -0.3561  -0.0974  -1.2981
C  -0.0376  -0.7714  -0.1005
C  -0.8590  -0.7576  0.9533
N  -0.6789  2.0133  -0.4247
N  2.4497  1.6241  -1.5717
H  -0.0637  -0.5588  -2.1466
H  -0.8713  1.4976  -2.4557
H  -0.9528  2.9601  -0.6658
H  1.7432  1.5980  -0.8428
H  3.3504  1.4816  -1.1251
H  2.4465  2.5666  -1.9472
H  1.9474  -1.1687  0.6127
H  1.0911  -2.5985  0.0475
H  1.7339  -1.4257  -1.1097
H  -2.0490  1.0018  1.1008
H  -2.6603  -0.1757  -0.0462
H  -0.9234  -0.8926  3.0806
H  -2.8436  -0.4738  1.6913
H  -0.9361  -2.4524  2.2573
H  0.5657  -1.5337  2.3766

Summary:
**SMILES string**: [H]/N=C/NC(C)=C(C)C.N
**Kohn-Sham gap**: 0.3307 Ha

---

3 | C6H15N3 | the ωB97M-V functional and the def2-TZVPD basis

Atoms and positions in Å:
C  0.4543  0.2013  0.0148
C  -1.3730  -0.3090  -0.1026
C  0.9343  -1.1797  0.1906
C  0.9319  0.8566  -1.2707
C  -1.9686  -0.4771  1.2854
C  -2.0868  0.7853  -0.8779
N  0.6413  1.0684  1.1223
N  2.6688  -1.0923  0.5369
N  3.3990  -1.0666  -0.4490
H  -1.4579  -1.2479  -0.6570
H  1.4849  1.6296  1.0751
H  0.5380  0.6277  2.0291
H  4.4143  -1.0556  -0.1973
H  0.5948  -1.7016  1.0820
H  0.8717  -1.7953  -0.7049
H  2.0224  0.9759  -1.2446
H  0.6768  0.2492  -2.1410
H  0.5050  1.8564  -1.3972
H  -1.8551  0.4430  1.8715
H  -1.5072  -1.2975  1.8406
H  -3.0473  -0.6802  1.2426
H  -3.1760  0.6412  -0.8698
H  -1.7833  0.7954  -1.9287
H  -1.8824  1.7727  -0.4501

Summary:
**Kohn-Sham gap**: 0.3259 Ha

---

Pick 2: it beats the second-best structure by 0.0580 hartree.

---

1 | C6H15N3 | the ωB97M-V functional and the def2-TZVPD basis

Atoms and positions in Å:
C  1.5156  0.5576  -1.1825
C  0.7418  0.2718  0.2238
C  -1.3711  1.9754  -0.5011
C  -0.8225  1.3867  1.6437
C  0.1996  -0.9697  0.3458
C  0.7934  -1.8452  1.6082
H  2.1487  -0.4774  -1.3388
H  0.7749  0.7337  -2.2109
H  2.0844  1.6299  -1.0693
H  1.4260  0.4183  1.0396
H  -0.8552  2.0574  -1.4591
H  -1.9112  2.9382  -0.0220
H  -2.2316  1.3145  -0.6503
H  -1.4241  2.1393  1.7801
H  -0.1319  1.5098  2.5461
H  -1.3543  0.4489  1.8372
H  1.9288  -2.1853  1.3349
H  0.1490  -2.8461  1.3946
H  1.0216  -1.4926  2.8308
H  -0.7057  -2.3145  -2.7251
H  -0.8405  -0.4804  -2.4136
N  -0.2295  1.4870  0.4285
N  -0.2521  -1.7568  -0.5303
N  -0.4354  -1.3951  -1.8556

Summary:
**Kohn-Sham gap**: 0.3247 Ha

---

2 | C6H15N3 | the ωB97M-V functional and the def2-TZVPD basis

Atoms and positions in Å:
C  -0.0523  -1.7405  -0.8463
C  0.2754  -0.9564  0.8335
C  1.5471  -0.9344  1.6378
C  -1.4929  1.9918  0.9105
N  0.1994  0.0412  -0.1131
C  -0.0737  1.7045  0.5003
N  -1.4830  -1.9236  -0.8663
N  0.3261  -1.4132  -2.2030
C  0.6032  2.6066  -0.2282
H  1.0396  0.4110  -0.5809
H  0.3908  -2.7253  -0.6583
H  -0.6264  -1.2396  1.3765
H  1.3325  -1.2832  -2.2564
H  -1.9355  -1.0170  -0.9602
H  -1.7067  -2.4822  -1.6845
H  -0.1018  -0.5264  -2.4578
H  2.3686  -0.4472  1.1106
H  1.8178  -1.9552  1.9342
H  1.3860  -0.3523  2.5492
H  -2.2000  1.1990  0.6374
H  -1.8686  2.9379  0.4819
H  -1.5521  2.0644  2.0020
H  0.1682  3.5493  -0.5778
H  1.6385  2.4908  -0.5414

Summary:
**Kohn-Sham gap**: 0.3087 Ha

---

3 | C6H15N3 | the ωB97M-V functional and the def2-TZVPD basis

Atoms and positions in Å:
C  -0.4269  -0.1144  0.0309
C  0.6468  0.4158  0.9554
C  -1.4773  -0.9329  0.7803
C  -1.0796  0.9413  -0.8559
C  1.7310  1.2694  0.3079
C  0.4185  -1.2089  -0.8719
N  -0.1259  -1.5168  -2.0928
N  -0.1845  1.2231  1.9790
N  1.4173  -1.8216  -0.3915
H  1.0859  -0.4084  1.5169
H  -0.9868  -1.1114  -2.4122
H  0.2354  -2.3055  -2.6079
H  -0.3943  2.1619  1.6541
H  0.3095  1.2903  2.8615
H  1.8142  -2.5384  -1.0003
H  -1.0022  -1.6851  1.4049
H  -2.1458  -1.4311  0.0796
H  -2.0483  -0.2756  1.4301
H  -1.8423  0.4928  -1.4906
H  -0.3587  1.4346  -1.5027
H  -1.5905  1.6830  -0.2469
H  2.2755  0.6756  -0.4204
H  1.3081  2.1447  -0.1826
H  2.4208  1.6176  1.0751

Summary:
**SMILES string**: [H]/N=C(\N)C(C)(C)[C@@H](C)N
**Kohn-Sham gap**: 0.3635 Ha

---

Pick 3: it beats the second-best structure by 0.2054 hartree.

---

1 | C3H3N3O2 | the ωB97M-V functional and the def2-TZVPD basis

Atoms and positions in Å:
C  1.6957  -0.5303  0.0148
C  0.3806  -0.1184  -0.0463
C  -1.6132  0.1435  -0.0402
H  2.4494  1.1230  -0.2521
H  1.9654  -1.5772  0.2137
H  -2.9794  -1.0157  0.2460
N  0.1296  1.2714  0.0865
N  -1.1250  1.4184  0.0094
N  -0.7112  -0.8476  0.0143
O  2.7697  0.2576  -0.1099
O  -2.9616  -0.1247  -0.1361

Summary:
**Kohn-Sham gap**: 0.2968 Ha

---

2 | C3H3N3O2 | the ωB97M-V functional and the def2-TZVPD basis

Atoms and positions in Å:
C  1.6934  -0.0214  0.1287
C  0.3887  -0.3553  0.1590
C  -1.7456  -0.1559  -0.1097
H  3.0704  1.2022  -0.1921
H  2.4481  -0.6709  0.4453
H  -2.9300  1.2384  -0.5567
N  -2.9223  0.2241  -0.3132
N  -1.3882  -1.5423  0.3701
N  -0.1409  -1.5647  0.5816
O  2.0923  1.0952  -0.3967
O  -0.5659  0.5504  -0.1163

Summary:
**SMILES string**: [H]/N=C1N=N/C(=C/O)O/1
**Kohn-Sham gap**: 0.3082 Ha

---

Pick 1: it beats the second-best structure by 0.0218 hartree.